(1)
Below is a structure of composition C62H52HfOP3SiTe2, with properties calculated with wB97M-V/def2-TZVPD.

Last column: Mulliken charge in e.
CARTESIAN COORDINATES (ANGSTROEM)
Hf -0.24032 -0.78983 0.22191  0.27
C 5.80812 0.08705 0.48914  -0.69
C 5.33572 -1.07082 -0.08623  -0.44
C 4.12558 -1.09177 -0.78389  -0.72
C 3.44268 0.10064 -1.00628  0.64
C 3.91245 1.27291 -0.39277  -1.09
C 5.08997 1.27239 0.31185  -0.63
P 1.74513 0.07278 -1.61474  2.53
C 1.77919 -0.93117 -3.09975  0.92
C 1.27433 -2.21619 -2.96254  0.42
C 1.40210 -3.19325 -3.92630  -0.70
C 2.08818 -2.90153 -5.07601  -0.64
C 2.52785 -1.59899 -5.33464  -0.71
C 2.40663 -0.62559 -4.36559  -1.13
C 1.46934 1.83146 -2.11828  -0.40
C 2.30053 2.39423 -3.12444  -0.35
C 1.91828 3.59735 -3.65154  -1.30
C 0.73967 4.25833 -3.26096  -1.01
C -0.01910 3.70371 -2.24689  -0.32
C 0.33454 2.50778 -1.67449  0.70
Si -0.63599 1.96964 -0.11845  -0.16
C -2.47417 2.49260 -0.24056  1.17
C -3.20300 3.57312 0.32277  -0.21
C -4.57394 3.70251 0.36804  -0.94
C -5.33794 2.72097 -0.19602  -0.71
C -4.68659 1.59622 -0.74378  -0.20
C -3.33051 1.45004 -0.67269  -0.53
P -2.56862 -0.13297 -1.26601  1.01
C -2.30261 0.06399 -3.02622  0.67
C -1.76386 -1.03146 -3.69307  -0.47
C -1.43309 -0.91689 -5.05718  -0.73
C -1.63064 0.25145 -5.69584  -0.63
C -2.16367 1.35562 -5.03952  -0.76
C -2.56136 1.23880 -3.72201  -0.56
C -4.00191 -1.25438 -1.19734  0.74
C -4.32030 -1.71438 0.08339  -0.45
C -5.55745 -2.35070 0.30735  -1.37
C -6.48216 -2.39648 -0.76112  -0.50
C -6.15791 -1.92606 -2.02605  -0.78
C -4.90666 -1.35487 -2.24259  -0.46
C 0.29496 3.03252 1.18545  0.29
C 0.64313 4.37167 1.05983  -0.22
C 1.36528 4.95889 2.12943  -0.68
C 1.72420 4.28180 3.25941  -1.24
C 1.34280 2.96035 3.40595  -0.86
C 0.70760 2.35701 2.32344  1.01
P -0.11268 0.74007 2.64470  1.13
C -1.63496 1.31856 3.41453  -0.05
C -2.72188 0.87667 2.72227  0.38
C -3.95421 1.52433 2.84760  -0.68
C -4.10183 2.39567 3.94179  -0.85
C -2.97661 2.76404 4.72797  -0.77
C -1.72888 2.22258 4.44950  -0.52
C 1.08873 -0.00621 3.81076  0.70
C 0.64785 -0.73055 4.93203  -0.81
C 1.52083 -1.35205 5.80473  -0.78
C 2.87627 -1.24390 5.56354  -0.71
C 3.32112 -0.60663 4.41877  -0.40
C 2.49307 -0.01565 3.53403  -0.81
H 6.64300 0.10191 1.15949  0.45
H 5.92209 -1.98165 0.06100  0.42
H 3.91858 -2.01335 -1.36782  0.52
H 3.34194 2.15230 -0.63600  0.26
H 5.45278 2.21636 0.72998  0.42
H 0.63401 -2.54573 -2.10469  -0.25
H 1.08383 -4.17110 -3.70626  0.64
H 2.30723 -3.69464 -5.84359  0.31
H 3.00609 -1.33744 -6.25498  0.50
H 2.86094 0.34409 -4.46535  0.28
H 3.23346 1.89567 -3.30054  0.65
H 2.50831 4.20616 -4.36136  0.33
H 0.48161 5.14388 -3.76481  0.67
H -0.93184 4.17540 -1.89785  0.41
H -2.57665 4.34850 0.77417  0.29
H -5.00875 4.53029 0.92318  0.41
H -6.40336 2.72275 -0.05879  0.40
H -5.32796 0.83925 -1.24262  0.22
H -1.60531 -1.95642 -3.16270  0.66
H -1.13062 -1.80803 -5.64030  0.36
H -1.38734 0.32089 -6.77602  0.36
H -2.31621 2.24813 -5.60137  0.54
H -2.99568 2.12841 -3.22774  0.23
H -3.67818 -1.50739 0.93874  0.22
H -5.84948 -2.73593 1.27072  0.48
H -7.48690 -2.77290 -0.63260  0.42
H -6.80391 -2.04345 -2.87793  0.47
H -4.69050 -0.79623 -3.14200  0.50
H 0.50682 4.89247 0.15170  0.51
H 1.63646 5.99311 1.96924  0.32
H 2.24471 4.90716 4.00588  0.37
H 1.45538 2.45705 4.32602  0.61
H -2.59369 0.16154 1.93685  -0.11
H -4.73394 1.24863 2.15426  0.73
H -5.06025 2.85892 4.12977  0.44
H -3.12637 3.37706 5.64171  0.37
H -0.88802 2.37907 5.09374  0.45
H -0.40682 -0.89698 5.08105  0.46
H 1.11182 -1.74735 6.73629  0.40
H 3.66479 -1.70941 6.09920  0.41
H 4.38252 -0.68739 4.12782  0.33
H 2.91974 0.36118 2.65020  0.89
O 1.86032 7.16359 -1.02021  -0.59
H 1.50339 7.59188 -0.26990  0.29
H 2.77529 7.40369 -1.09538  0.30
Te -1.40779 -3.06993 0.64361  -0.52
C 1.31146 -3.88341 2.67799  -0.98
Te 2.20912 -2.42030 1.27889  0.22
C 2.26102 -4.05323 -0.06784  -0.37
C 2.07500 -5.35450 0.75999  0.25
C 2.50485 -6.59232 0.21994  -0.71
C 2.39958 -7.73169 0.94857  -0.57
C 1.95036 -7.65410 2.25213  -0.58
C 1.56677 -6.41842 2.80618  -0.85
C 1.67727 -5.23196 2.06532  0.82
H 0.31662 -3.58223 2.58222  0.15
H 1.63638 -3.57485 3.67949  0.57
H 3.18089 -4.00145 -0.62104  0.70
H 1.46787 -3.84972 -0.79917  0.17
H 2.71194 -6.56399 -0.83951  0.43
H 2.58951 -8.65539 0.45053  0.43
H 1.73130 -8.58598 2.78969  0.34
H 1.22123 -6.40591 3.80639  0.55

The HOMO energy (alpha / beta) comes out at -8.750 / -8.751 eV. The total charge is +1. Its orbital gap (alpha / beta) is 5.7 / 5.7 eV. The value obtained for the energy relative to the best compared isomer or geometry (same formula, charge and spin) is 57.37 kcal/mol. The calculation puts the LUMO energy (alpha / beta) at -3.0 / -3.0 eV.

=====

(2)
Below is a cluster of 2 separate species, CH3Br3SSi in total, with properties calculated with wB97M-V/def2-TZVPD.

Last column: Mulliken charge in e.
CARTESIAN COORDINATES (ANGSTROEM)
C -0.31750 -0.56942 -0.25229  -0.73
Si 0.85286 0.83861 0.52228  0.71
S -1.87190 0.32350 -0.57657  -0.15
Br 1.29643 2.04768 -1.22875  -0.08
Br 2.33034 -2.71979 -0.15037  -0.60
Br 0.53179 2.29353 2.21332  -0.13
H 0.19033 -0.66167 -1.21126  0.35
H -0.49290 -1.58462 0.03520  0.45
H -2.51945 0.03218 0.64846  0.18

The HOMO energy (alpha / beta) comes out at -8.207 / -8.203 eV. The total charge is 0. Its orbital gap (alpha / beta) is 4.8 / 4.8 eV. The value obtained for the energy relative to the best compared isomer or geometry (same formula, charge and spin) is 94.19 kcal/mol. The calculation puts the LUMO energy (alpha / beta) at -3.4 / -3.4 eV.

=====

(3)
Below is a structure of composition C29H28CrN3O3, with properties calculated with wB97M-V/def2-TZVPD.

Last column: Mulliken charge in e.
CARTESIAN COORDINATES (ANGSTROEM)
O -7.24598 1.71704 1.97511  -0.25
C -6.42824 1.03617 1.50761  0.36
Cr -5.10281 -0.03660 0.68856  -0.02
C -4.06484 1.51370 0.49683  0.46
O -3.46038 2.50032 0.34415  -0.28
C -5.84304 0.36100 -0.99752  0.37
O -6.29798 0.64378 -2.03896  -0.28
C -5.94143 -2.01477 1.02120  -0.56
C -5.54775 -1.45374 2.24305  -0.70
C -4.24994 -0.95229 2.40562  -0.41
C -3.29300 -1.03111 1.36724  1.16
C -2.00776 -0.32275 1.49489  -0.47
C -1.08188 0.47919 1.58873  -0.20
C -0.09238 1.47499 1.68777  0.35
C 0.24414 2.17546 0.44823  0.87
C -0.20685 1.62891 -0.79150  -0.60
C 0.02476 2.26447 -2.01567  -0.87
C 0.72229 3.47734 -2.06452  -0.53
C 1.18473 4.03898 -0.87200  -1.15
C 0.95095 3.39960 0.34905  -0.14
C 0.41224 1.76131 3.02963  0.58
C 0.12926 0.83692 4.08253  -0.56
C 0.53836 1.05856 5.40149  -0.68
C 1.25112 2.21545 5.74008  -0.39
C 1.54851 3.14245 4.73631  -1.09
C 1.13551 2.91776 3.42019  -0.11
C -3.72901 -1.54841 0.12345  -0.18
C -5.02352 -2.06406 -0.03497  -0.70
H -6.96754 -2.36225 0.88078  0.48
H -6.26219 -1.36771 3.06063  0.60
H -3.96758 -0.45457 3.34010  0.57
H -0.76984 0.69633 -0.78624  0.44
H -0.35585 1.81814 -2.93792  0.51
H 0.89020 3.97902 -3.02276  0.42
H 1.72277 4.99234 -0.89906  0.41
H 1.30982 3.88728 1.23654  0.43
H -0.43451 -0.06782 3.85311  0.27
H 0.29246 0.32920 6.17660  0.38
H 1.55667 2.39499 6.77517  0.39
H 2.09754 4.05456 4.99306  0.39
H 1.36233 3.68042 2.69791  0.57
H -3.04481 -1.51532 -0.73206  0.57
H -5.32909 -2.46414 -1.00120  0.59
C 1.84564 -2.44540 -3.74435  -0.61
N 2.84682 -1.51249 -3.26977  0.07
C 2.47564 -0.13446 -3.47906  -0.97
C 4.07170 -1.65469 -2.65125  0.98
N 4.62364 -0.50616 -2.34898  -0.44
N 4.67848 -2.86052 -2.37328  -0.02
C 4.18904 -4.21211 -2.58268  -0.80
C 5.98916 -2.92757 -1.74307  -1.06
H 2.09790 -3.49323 -3.60733  0.18
H 0.89231 -2.24632 -3.22320  0.28
H 1.67385 -2.26484 -4.81972  0.33
H 3.32208 0.45466 -3.09882  0.41
H 2.31581 0.05102 -4.54710  0.34
H 1.56210 0.11069 -2.92574  0.27
H 5.54993 -0.54362 -1.93625  0.13
H 3.21581 -4.27281 -3.05062  0.19
H 4.91465 -4.75587 -3.21203  0.34
H 4.14195 -4.72747 -1.60742  0.33
H 6.39261 -1.93630 -1.57274  0.41
H 5.90288 -3.45440 -0.78334  0.33
H 6.67249 -3.48827 -2.39445  0.32

The HOMO energy (alpha / beta) comes out at -11.545 / -13.278 eV. Its spin multiplicity is 4. The total charge is +2. Its orbital gap (alpha / beta) is 6.6 / 4.7 eV. The calculation puts the LUMO energy (alpha / beta) at -5.0 / -8.6 eV.

=====

Number 1: calculated total energy -118816.894 eV, largest force on an atom 2.7 eV Å⁻¹. Number 2: calculated total energy -229925.678 eV, largest force on an atom 1.8 eV Å⁻¹. Number 3: calculated total energy -69541.557 eV, largest force on an atom 5.2 eV Å⁻¹.